The following is a DFT calculation (ωB97M-V with the def2-TZVPD basis set) of 8 unconnected molecules or ions with the total composition C6H28NO8 in a non-equilibrium geometry.

Geometry as XYZ:
```
43
Properties=species:S:1:pos:R:3:forces:R:3
C -1.305 0.219 -2.615 1.52 -1.74 0.29
C -2.316 -0.808 -2.080 -0.80 1.45 0.93
C -0.424 1.074 -1.654 -0.57 -1.43 1.15
N 0.652 0.318 -0.923 0.34 0.62 -1.00
C 2.887 0.876 -0.380 -0.29 1.68 -0.58
C 1.465 1.242 -0.007 -1.82 -2.81 -1.78
C 1.094 0.893 1.429 -1.53 3.77 1.73
O -0.002 0.061 1.606 0.68 -0.51 -0.09
H -0.647 -0.439 -3.219 0.40 0.74 0.26
H -1.795 0.816 -3.358 -0.32 0.75 -0.16
H -2.505 -1.511 -2.901 -0.01 -0.33 0.75
H -3.248 -0.269 -1.870 -0.22 -0.11 -0.26
H -2.116 -1.194 -1.058 0.50 -0.46 -0.93
H -1.067 1.499 -0.814 0.47 0.36 -1.56
H 0.091 1.768 -2.340 -0.31 0.27 0.79
H 0.303 -0.463 -0.373 -0.69 0.69 0.18
H 3.058 -0.169 -0.218 0.14 -0.47 0.30
H 3.653 1.487 0.074 0.34 0.11 0.48
H 2.921 1.072 -1.445 0.42 -0.04 -0.26
H 1.041 2.218 -0.309 1.18 -0.04 0.39
H 0.748 1.959 1.777 0.71 -1.36 0.21
H 1.967 0.686 2.083 -0.24 -0.45 -0.47
H 0.690 -0.957 2.579 0.59 -0.17 -0.16
H 0.757 -1.652 3.903 0.08 -0.28 0.21
O 1.224 -1.672 3.061 -0.14 0.60 0.17
H -3.989 2.385 0.248 0.60 0.42 -0.05
H -2.613 2.202 0.801 -0.58 0.42 -0.31
O -3.132 2.852 0.271 -0.38 -0.39 0.10
H -2.926 -0.098 1.990 0.29 -0.01 -0.11
H -1.511 0.571 1.635 -0.78 -0.36 -0.16
O -2.525 0.726 1.699 0.63 -0.06 -0.02
H 2.299 -1.293 -3.054 -0.29 1.06 -0.44
H 2.847 0.113 -2.977 -0.18 0.08 -0.02
O 2.380 -0.460 -3.590 0.32 -1.06 0.10
H 0.059 -2.349 1.850 -0.43 -0.55 0.80
H -0.574 -3.075 0.750 -0.47 -0.39 -0.33
O -0.664 -2.997 1.702 0.40 0.31 -0.67
H -0.710 0.121 3.104 -0.42 0.45 0.37
H -1.906 0.569 4.109 -0.31 0.31 -0.59
O -1.061 0.144 4.033 0.96 -0.70 0.87
H 3.067 -2.406 -1.295 -0.09 0.16 0.58
H 1.703 -1.774 -0.770 0.22 0.53 0.29
O 2.129 -2.286 -1.453 0.05 -1.07 -1.01
```
Positions in Å, forces in eV/Å.

As for the total charge: -1. The LUMO energy comes out at 3.0 eV. For the total energy, the calculation gives -24546.92238 eV. The largest force on an atom is 4.42 eV/A.

***

The following is a DFT calculation (ωB97M-V with the def2-TZVPD basis set) of 12 unconnected molecules or ions with the total composition C6H28O11 in a non-equilibrium geometry.

Geometry as XYZ:
```
45
Properties=species:S:1:pos:R:3:forces:R:3
C -2.373 0.696 -0.216 -0.56 -2.04 -2.04
C -2.250 0.746 1.145 -1.35 3.23 0.78
C -1.958 2.050 1.650 0.46 -0.97 0.38
C -1.613 3.073 0.799 -0.39 0.70 -1.49
C -1.728 2.915 -0.610 0.21 0.41 1.13
C -2.132 1.723 -1.133 -0.31 0.39 0.21
H -2.557 -0.239 -0.741 -0.49 -0.18 0.61
H -2.648 0.067 1.898 0.59 -0.50 -0.74
H -1.928 2.196 2.729 -0.06 0.05 -0.23
H -1.415 4.099 1.093 0.20 -0.28 0.58
H -1.472 3.715 -1.279 -0.37 0.55 0.12
H -2.346 1.699 -2.220 0.33 -0.67 0.87
H -1.688 -2.486 0.484 -0.26 -0.41 -0.17
H -0.580 -3.448 0.655 0.05 -0.43 -0.06
O -1.508 -3.348 0.897 0.12 0.80 0.21
H 0.915 0.905 -2.339 0.04 -0.21 0.27
H 0.686 0.633 -3.704 -0.42 -0.60 -0.14
O 0.380 0.278 -2.853 0.00 0.69 -0.81
H 0.190 0.685 0.266 0.28 0.02 0.34
H 0.876 -0.693 0.732 -0.67 1.15 -0.23
O 0.009 -0.214 0.557 1.54 -1.27 -0.09
H 1.746 -0.628 3.158 0.16 -0.29 -0.18
H 1.261 0.705 2.890 -0.05 0.25 -0.39
O 1.925 0.094 2.546 0.09 0.16 0.76
H 1.822 -2.733 1.996 0.10 0.46 0.16
H 1.801 -3.482 0.729 -0.01 0.32 -0.74
O 1.944 -2.577 1.052 -0.14 -0.80 1.03
H 2.520 -0.778 -1.170 0.61 -0.75 -0.08
H 3.484 -0.998 0.119 -0.13 -0.59 -0.33
O 2.807 -0.478 -0.308 -0.58 1.43 0.21
H -0.970 -1.705 3.688 0.08 0.45 -0.77
H -0.826 -1.345 2.171 -0.01 -0.17 0.00
O -0.707 -1.001 3.062 -0.05 -0.50 1.28
H 2.241 1.288 -1.159 0.95 0.48 0.07
H 2.744 2.387 -2.217 -0.34 0.23 0.39
O 2.555 1.462 -2.060 0.26 -0.47 -0.27
H -0.975 -1.236 -2.214 0.12 -0.24 -0.29
H -0.349 -0.966 -0.874 -0.49 -1.08 -0.11
O -0.768 -1.710 -1.402 0.30 0.38 0.16
H 0.093 2.965 -1.597 0.12 0.01 -0.13
H 1.250 3.773 -1.042 -0.20 0.12 -0.20
O 0.777 3.592 -1.868 0.46 0.22 0.23
H 0.402 -3.383 -1.254 -0.35 0.52 -0.29
H 0.962 -4.824 -1.387 -0.13 0.01 -0.05
O 0.908 -4.065 -0.801 0.30 -0.60 0.05
```
Positions in Å, forces in eV/Å.

As for the total charge: 0. The LUMO energy comes out at 0.3 eV. For the total energy, the calculation gives -29198.16404 eV. The largest force on an atom is 3.59 eV/A. The SMILES is c1ccccc1.O.O.O.O.O.O.O.O.O.O.O.